No. 1
Here is a molecular structure, C33H34AsNO5S7Y from OMol25. Energies are from ωB97M-V/def2-TZVPD.

```
! RIJCOSX wB97M-V def2-TZVPD def2/J DEFGRID3
* xyz -1 1
Y -0.759 -0.277 -1.317
C 0.656 -1.770 2.680
C 1.416 -2.367 1.533
C 1.194 -3.687 1.160
C 1.870 -4.267 0.095
C 1.554 -5.677 -0.317
C 2.813 -3.512 -0.585
C 3.066 -2.189 -0.237
C 4.055 -1.369 -1.011
C 2.352 -1.622 0.812
H 0.267 -2.545 3.341
H -0.190 -1.189 2.313
H 1.289 -1.105 3.268
H 0.448 -4.261 1.696
H 0.494 -5.776 -0.564
H 1.765 -6.390 0.482
H 2.138 -5.974 -1.190
H 3.353 -3.953 -1.417
H 3.548 -0.711 -1.722
H 4.735 -2.005 -1.579
H 4.655 -0.745 -0.346
H 2.537 -0.586 1.082
S -7.448 -3.969 -0.527
C -5.995 -3.143 -0.510
S -4.469 -3.912 -0.380
C -3.453 -2.497 -0.448
C -4.111 -1.318 -0.586
S -3.409 0.279 -0.685
S -5.850 -1.445 -0.668
S -1.723 -2.731 -0.302
O -0.101 0.738 0.527
As -0.212 2.275 1.189
C -1.314 3.642 0.440
C -2.676 3.441 0.254
C -3.445 4.452 -0.296
C -2.857 5.653 -0.662
C -1.497 5.842 -0.489
C -0.716 4.833 0.053
C 1.571 2.943 1.333
C 2.561 2.357 0.555
C 3.874 2.791 0.684
C 4.191 3.796 1.585
C 3.197 4.381 2.360
C 1.884 3.956 2.236
C -0.789 1.966 3.002
C 0.159 1.606 3.954
C -0.235 1.262 5.237
C -1.579 1.266 5.576
C -2.528 1.618 4.629
C -2.137 1.970 3.345
H -3.142 2.490 0.482
H -4.500 4.281 -0.460
H -3.458 6.437 -1.106
H -1.029 6.767 -0.799
H 0.353 4.979 0.142
H 2.295 1.593 -0.167
H 4.642 2.344 0.068
H 5.216 4.128 1.682
H 3.447 5.167 3.062
H 1.120 4.418 2.853
H 1.212 1.584 3.702
H 0.513 0.980 5.966
H -1.888 0.989 6.575
H -3.581 1.611 4.879
H -2.901 2.227 2.623
C 0.012 -2.045 -5.226
N -0.042 -3.175 -4.311
C -0.530 -4.436 -4.822
C 0.182 -3.015 -3.010
O 0.480 -1.939 -2.489
H 0.697 -2.283 -6.042
H 0.345 -1.163 -4.687
H -0.982 -1.851 -5.634
H -0.043 -4.655 -5.774
H -1.610 -4.404 -4.982
H -0.301 -5.236 -4.121
H 0.099 -3.932 -2.414
O -1.033 0.459 -3.470
S -0.239 1.720 -3.208
O -0.281 2.668 -4.285
O -0.808 2.181 -1.902
S 1.608 1.039 -2.711
*
```

The calculation puts the LUMO energy at 2.200 eV. The HOMO energy is -0.1458 hartree. The value obtained for the calculated total energy is -184237.3381 eV. For the energy above the lowest of the compared OMol25 structures with the same formula, charge and spin, the calculation gives 16.1 kcal per mole.



No. 2
Here is 4 unconnected molecules or ions with the total composition C2H13NO3 from OMol25. Energies are from ωB97M-V/def2-TZVPD.

```
! RIJCOSX wB97M-V def2-TZVPD def2/J DEFGRID3
* xyz 0 1
C -2.115 0.968 -1.243
C -2.502 -0.419 -0.726
N -1.395 -1.151 -0.140
H -2.124 1.645 -0.406
H -2.813 1.303 -2.013
H -1.153 0.971 -1.772
H -2.911 -1.023 -1.523
H -3.296 -0.275 0.000
H -1.709 -1.972 0.349
H -0.771 -0.654 0.469
O 0.719 -2.989 1.464
H 0.984 -2.517 0.661
H 1.585 -3.134 1.870
O 1.188 -1.400 -1.203
H 0.305 -1.706 -1.476
H 1.875 -1.632 -1.846
O 5.068 4.823 2.575
H 4.861 3.965 2.189
H 4.203 5.196 2.770
*
```

The calculation puts the LUMO energy at 0.807 eV. The HOMO energy is -0.3397 hartree. The value obtained for the calculated total energy is -9917.3833 eV. As for the SMILES: CCN.O.O.O. For the energy above the lowest of the compared OMol25 structures with the same formula, charge and spin, the calculation gives 19.1 kcal per mole.



No. 3
Here is a single C3H4OS molecule at a distorted geometry from OMol25. Energies are from ωB97M-V/def2-TZVPD.

```
! RIJCOSX wB97M-V def2-TZVPD def2/J DEFGRID3
* xyz 0 1
C -1.276 0.038 0.537
O -0.292 0.875 -0.248
C 0.825 0.465 -0.972
C 1.908 -0.097 -0.148
S 2.646 -1.401 0.643
H -0.928 -1.011 0.638
H -2.373 -0.107 0.198
H -1.331 0.807 1.351
H 0.820 0.431 -1.998
*
```

The calculation puts the LUMO energy (alpha / beta) at -0.651 / -0.651 eV. The HOMO energy (alpha / beta) is -0.2997 / -0.2997 hartree. The value obtained for the calculated total energy is -16053.8177 eV. As for the SMILES: COC=C=S. For the energy above the lowest of the compared OMol25 structures with the same formula, charge and spin, the calculation gives 99.0 kcal per mole.



No. 4
Here is a molecular structure, C35H38EuN7O2SSb at a distorted geometry from OMol25. Energies are from ωB97M-V/def2-TZVPD.

```
! RIJCOSX wB97M-V def2-TZVPD def2/J DEFGRID3
* xyz 2 8
Eu 1.521 -1.402 0.042
C -1.769 -2.835 0.753
C -1.360 -3.035 -0.676
C -2.294 -3.239 -1.682
C -1.855 -3.484 -2.971
C -0.490 -3.586 -3.208
C 0.385 -3.375 -2.155
N -0.041 -3.068 -0.921
Sb 2.452 -4.121 -2.335
C 2.552 -4.575 -0.168
C 2.965 -5.851 0.181
C 3.038 -6.193 1.525
C 2.700 -5.246 2.476
C 2.297 -3.986 2.057
C 1.900 -2.905 3.029
N 2.223 -3.661 0.757
C 3.709 -2.321 -2.070
C 4.699 -2.066 -3.005
C 5.781 -1.274 -2.637
C 5.891 -0.852 -1.323
C 4.869 -1.151 -0.431
C 4.983 -0.879 1.040
N 3.767 -1.811 -0.828
H -2.752 -2.370 0.824
H -1.035 -2.238 1.295
H -1.846 -3.810 1.242
H -3.351 -3.212 -1.456
H -2.563 -3.638 -3.774
H -0.114 -3.842 -4.189
H 3.225 -6.569 -0.586
H 3.350 -7.185 1.824
H 2.746 -5.481 3.531
H 1.988 -3.250 4.057
H 0.855 -2.617 2.875
H 2.550 -2.029 2.932
H 4.635 -2.488 -3.999
H 6.555 -1.040 -3.356
H 6.771 -0.314 -0.996
H 5.633 -0.033 1.255
H 5.428 -1.762 1.505
H 4.010 -0.706 1.499
N 0.623 5.246 1.798
C 0.467 3.939 1.560
O -0.489 3.282 1.941
C 1.559 3.246 0.770
C 2.459 3.864 -0.087
C 3.332 3.065 -0.810
C 3.251 1.690 -0.689
N 2.382 1.071 0.124
C 1.575 1.862 0.839
H -0.118 5.741 2.266
H 1.430 5.771 1.517
H 2.483 4.939 -0.214
H 4.064 3.508 -1.472
H 3.905 1.055 -1.272
H 0.882 1.385 1.524
C -4.647 2.531 3.320
C -3.635 1.605 2.652
C -3.291 2.093 1.253
N -2.422 1.125 0.583
C -1.581 1.326 -0.412
S -0.612 0.016 -1.007
N -1.463 2.484 -1.058
C -2.325 3.663 -1.104
O -1.787 4.760 -0.993
C -3.706 3.422 -1.402
C -4.178 2.182 -1.988
C -5.560 2.057 -2.378
C -6.462 3.127 -2.192
C -6.024 4.344 -1.614
C -4.642 4.507 -1.218
H -4.875 2.178 4.324
H -5.581 2.562 2.758
H -4.253 3.545 3.394
H -4.060 0.597 2.591
H -2.725 1.558 3.255
H -2.769 3.048 1.306
H -4.213 2.222 0.677
H -2.469 0.182 0.933
H -0.630 2.586 -1.618
H -3.495 1.369 -2.182
H -5.904 1.142 -2.838
H -7.490 3.018 -2.507
H -6.723 5.156 -1.481
H -4.293 5.433 -0.786
*
```

The calculation puts the LUMO energy (alpha / beta) at -5.018 / -5.018 eV. The HOMO energy (alpha / beta) is -0.4570 / -0.4954 hartree. The value obtained for the calculated total energy is -88129.1870 eV. For the energy above the lowest of the compared OMol25 structures with the same formula, charge and spin, the calculation gives 19.1 kcal per mole.



No. 5
Here is 12 unconnected molecules or ions with the total composition H24O12 at a distorted geometry from OMol25. Energies are from ωB97M-V/def2-TZVPD.

```
! RIJCOSX wB97M-V def2-TZVPD def2/J DEFGRID3
* xyz 0 1
O -0.567 0.705 -0.271
H -1.399 0.837 0.085
H -0.110 1.197 0.437
O -4.014 0.257 -0.834
H -4.053 0.516 -1.770
H -3.771 1.053 -0.493
O 1.456 -3.018 1.041
H 0.731 -2.893 0.401
H 1.937 -3.818 0.648
O -0.822 3.725 1.141
H -0.108 4.287 0.884
H -0.508 2.795 1.229
O 1.212 -0.214 1.603
H 1.525 -0.581 2.489
H 1.023 -1.058 1.198
O 0.927 2.954 -1.905
H 1.771 2.530 -1.668
H 0.376 2.590 -1.254
O 2.798 -0.456 -2.736
H 3.513 0.049 -3.097
H 2.681 -0.145 -1.843
O -0.916 -1.826 1.794
H -1.195 -2.635 1.447
H -1.778 -1.360 1.966
O -3.023 0.866 -3.387
H -3.097 -0.004 -3.772
H -3.818 1.293 -3.781
O -1.692 -1.360 4.327
H -0.898 -1.592 3.897
H -1.905 -0.651 3.682
O 0.158 -1.144 -2.039
H 0.264 -1.984 -2.635
H 0.771 -0.489 -2.405
O 4.257 -0.480 2.060
H 4.851 0.036 1.633
H 3.423 0.019 1.927
*
```

The calculation puts the LUMO energy at -0.032 eV. The HOMO energy is -0.4031 hartree. The value obtained for the calculated total energy is -24957.6698 eV. As for the SMILES: O.O.O.O.O.O.O.O.O.O.O.O. For the energy above the lowest of the compared OMol25 structures with the same formula, charge and spin, the calculation gives 92.8 kcal per mole.